{"formula": "C34H71FN5O3P", "method": "wB97M-V/def2-TZVPD", "symbols": ["C", "H", "C", "H", "C", "O", "H", "H", "H", "C", "C", "H", "H", "H", "C", "H", "H", "H", "N", "C", "H", "C", "C", "C", "H", "H", "C", "H", "H", "H", "H", "H", "H", "H", "C", "H", "H", "C", "H", "C", "H", "H", "H", "H", "H", "C", "H", "H", "C", "H", "C", "H", "C", "O", "H", "H", "H", "H", "C", "H", "H", "H", "C", "H", "C", "H", "N", "C", "H", "H", "N", "H", "H", "C", "H", "C", "H", "H", "H", "O", "H", "H", "C", "H", "H", "C", "F", "H", "H", "H", "H", "C", "C", "H", "C", "H", "H", "N", "H", "C", "H", "H", "C", "N", "P", "H", "H", "C", "C", "H", "H", "H", "H", "C", "H"], "coordinates": [[3.0254, -3.6826, 6.3563], [0.7527, -1.2607, 3.3528], [1.0521, 1.5246, 1.9930], [-0.9555, 0.1410, -8.3790], [0.4503, 0.0539, -6.7554], [0.9624, -7.1509, 3.1149], [-4.9466, 3.1250, 3.7808], [-7.3245, 2.1801, 0.0806], [-3.5632, 3.8775, 2.9848], [6.6022, -4.5148, 4.8306], [-0.9537, 0.3037, -7.2950], [-0.6653, 1.1036, -2.8934], [4.5819, -6.0449, 4.7686], [-0.0079, -2.5287, 0.5044], [-0.7553, 2.7542, -7.8559], [-3.5933, 1.0359, -6.9990], [-1.0078, 2.6149, -8.9119], [0.3308, 2.6865, -7.8048], [-1.3316, 2.0727, -5.5297], [-4.6170, 2.6204, -0.9053], [-3.9813, 2.2201, -2.9641], [1.0207, 2.8563, -5.3278], [-5.3984, 3.8479, -1.4487], [0.8899, -2.0361, 2.5123], [0.5307, 3.7921, -5.6109], [0.0885, 1.8875, 2.4963], [-4.9788, 2.9308, 1.5966], [2.2298, -0.5836, 0.4454], [8.0190, -5.6917, 3.8886], [-5.0381, 4.7831, -1.0110], [3.7059, 1.3469, 1.2338], [2.7360, -2.0525, 4.8645], [3.5444, -3.0377, 7.1612], [2.6301, -2.6645, 1.2602], [0.8398, -6.0213, 2.5823], [-0.7664, -1.0721, 1.3793], [-6.0724, 1.2794, -1.8156], [-3.5293, 2.3608, -1.9787], [1.7769, -4.6724, 1.0782], [3.4515, 2.4706, 1.1933], [-1.6263, -0.4546, -6.8760], [-1.0466, 3.7745, -7.5877], [0.7239, -0.9915, -6.9225], [-6.6406, 1.7700, 2.3899], [-2.9523, 1.4520, -1.7817], [2.4265, -2.5003, 2.3854], [1.5577, 0.2616, -4.9264], [-7.0948, 0.4628, 0.3142], [-6.5623, 1.4169, 0.2712], [1.7055, 3.1145, -4.5145], [-5.8775, 1.6766, 1.6086], [2.3626, 2.9455, 3.0997], [2.0745, 2.7671, 1.9920], [-2.2819, 1.3935, -4.8312], [4.9963, -6.7263, 6.4163], [-6.4267, 4.2883, 2.5221], [1.8058, -4.6921, 4.2652], [4.3068, 3.0351, 1.7218], [3.3879, 3.0391, -0.3334], [4.4502, -2.7021, 4.8268], [-5.2839, 0.7927, 1.8720], [0.9235, -0.7526, -0.8530], [-0.0090, 1.7750, -4.8999], [-4.9402, 0.4736, -0.7504], [-5.5422, 1.3843, -0.8609], [2.4753, -5.9064, 6.0996], [-4.0393, 2.9539, 0.4342], [3.3445, -3.0397, 4.9176], [1.5845, 3.7594, 1.6527], [2.3256, 3.4485, -0.5330], [6.9623, -3.2631, 4.5938], [3.1831, -1.6831, 2.7025], [6.5001, -6.4204, 3.9395], [-5.8648, 4.1979, 1.5870], [1.5136, 0.6741, 2.6235], [2.1359, -5.2499, 1.9946], [-3.3902, 2.7837, -7.2158], [0.9537, 1.7581, -2.9305], [-5.2576, 5.1030, 1.4881], [-3.0433, 2.0612, 0.6904], [-6.4740, 3.7777, -1.2718], [7.4534, -3.2329, 3.6817], [-1.4855, 1.7160, -6.9730], [1.1823, 0.6503, -7.3106], [3.3820, -5.4768, 7.6323], [0.5201, 0.3708, -5.2659], [-0.4664, -5.4450, 2.5683], [-3.6519, 2.1168, 3.1724], [3.6231, 2.2131, -1.1011], [-2.8317, 3.2012, -2.0489], [-0.0536, -0.3944, -4.7280], [-0.0475, 1.8813, -3.3538], [1.1026, -0.5321, 0.2694], [4.1341, -4.6232, 3.2052], [-2.9595, 1.8049, -7.4482], [1.8920, -3.5381, 6.5481], [4.1054, 3.9272, -0.4015], [5.8757, -4.8003, 6.0944], [-5.2808, 3.9620, -2.5303], [4.7270, -5.7372, 5.8745], [-3.0277, 1.6648, -8.5312], [1.0369, 1.6394, -0.3354], [3.3310, -5.2520, 6.4968], [6.9977, -5.5269, 3.8263], [2.8010, -4.0813, 3.4187], [-0.4967, 1.0068, 0.4527], [0.2966, -2.9693, 2.8573], [0.2331, -1.5878, 1.1117], [-4.2361, 3.0150, 2.9560], [6.5698, -5.3315, 6.6607], [1.6527, 2.5344, -6.1584], [-0.4277, 2.8559, -3.0324], [2.9288, -6.0403, 1.7793], [0.6523, 0.9934, 0.5252], [-6.6135, 4.2030, 0.7957]], "atomic_forces_ev_per_a": [[-0.567, 0.326, -0.290], [0.294, -1.080, -1.444], [0.017, 0.717, -0.386], [-0.131, 0.244, 0.094], [0.016, 0.152, -0.055], [-0.939, 4.875, -2.019], [-0.132, 0.036, -0.316], [0.055, -0.006, 0.008], [-0.045, -0.099, -0.083], [1.238, 3.030, -0.887], [0.119, -0.223, 0.318], [-0.075, 0.196, -0.192], [0.277, 0.742, 1.652], [0.470, 1.343, 0.801], [0.363, 0.109, 0.002], [0.161, 0.154, 0.134], [-0.131, -0.135, 0.209], [-0.060, 0.035, 0.111], [-1.975, -3.557, 1.544], [-0.517, 0.813, -1.846], [-0.166, 0.124, 0.238], [0.147, 0.197, -0.290], [-0.261, 0.269, 0.088], [-0.363, -0.991, 0.358], [-0.023, -0.158, -0.009], [1.393, -0.659, -0.491], [-0.987, 1.160, 1.399], [-1.466, -0.258, -0.115], [-0.991, 0.155, -0.095], [-0.026, -0.151, 0.043], [-0.476, 1.724, -0.109], [0.866, -1.517, 0.139], [-0.613, -1.321, -1.241], [-0.224, -0.087, 1.811], [1.444, -4.031, 1.201], [1.438, -0.915, -0.572], [0.244, 0.214, 0.024], [0.400, -0.316, 0.664], [0.776, -0.861, 1.064], [-0.249, 0.685, -0.131], [-0.061, 0.208, 0.089], [0.013, -0.137, 0.052], [0.009, 0.059, 0.019], [0.210, 0.206, 0.002], [-0.050, 0.229, 0.143], [0.417, 0.816, -0.954], [-0.165, 0.257, 0.092], [0.017, 0.053, -0.024], [-0.015, 0.160, 0.013], [-0.170, -0.242, 0.009], [0.073, -0.281, -0.284], [-0.501, -0.249, -1.668], [0.566, -0.364, 0.922], [1.403, 1.756, -1.123], [-0.621, 1.408, -0.952], [0.204, -0.190, -0.038], [0.212, 0.146, -0.129], [-1.313, -1.000, -0.735], [-0.386, -0.138, 0.611], [-1.667, -0.707, 0.205], [0.149, 0.175, -0.045], [0.363, 0.328, 1.715], [1.779, 0.870, 0.730], [0.140, 0.194, 0.018], [-0.028, -0.246, 0.321], [1.329, 1.011, 0.363], [1.653, -3.979, 0.716], [0.403, 1.342, 1.097], [0.743, -1.727, 0.255], [1.731, -0.712, 0.185], [-0.834, -3.258, 0.569], [-1.369, -1.252, -0.359], [0.468, 0.521, 0.065], [-0.232, 0.134, -0.267], [-0.728, 1.345, -1.029], [-2.703, -0.962, -0.556], [0.084, -0.096, 0.049], [0.024, 0.060, -0.357], [-0.003, -0.143, -0.031], [-1.355, 2.081, -0.411], [0.077, 0.057, 0.110], [-0.367, -0.133, 0.551], [-0.186, 0.755, -1.938], [-0.045, 0.003, 0.036], [-0.117, 0.342, -1.775], [-0.221, -0.285, -0.172], [2.653, -0.479, -0.219], [0.010, 0.129, -0.223], [-0.240, 1.471, 1.099], [-0.082, -0.059, 0.062], [-0.102, 0.214, 0.033], [-0.809, -0.284, -0.049], [-0.477, 0.537, -0.742], [-0.738, 0.192, 0.091], [-0.140, -0.174, 0.700], [1.722, -0.326, -0.285], [-0.920, -1.390, -0.254], [0.920, -1.156, -1.779], [0.080, -0.258, 0.145], [-0.804, -1.750, 0.309], [0.321, 0.044, 0.127], [-0.357, -0.762, 1.385], [0.515, 0.275, 1.044], [-0.365, -0.081, 1.647], [0.198, 1.792, -0.092], [1.662, 0.099, -0.013], [0.744, 1.534, -0.497], [0.142, 0.609, 0.785], [0.526, -0.339, -0.370], [-0.679, 0.738, -0.376], [-0.131, 0.057, -0.035], [0.005, -0.090, -0.078], [-1.371, 0.915, 0.064], [-0.642, -0.813, 0.137], [0.126, 0.004, -0.040]], "mulliken_spin": [0.00, 0.00, 0.00, 0.00, -0.02, 0.00, 0.00, 0.00, 0.00, 0.00, 0.02, 0.00, 0.00, 0.00, 0.01, 0.00, 0.00, 0.00, 0.29, 0.05, 0.00, 0.01, 0.01, 0.00, -0.01, 0.00, 0.03, 0.00, 0.00, -0.01, 0.00, 0.00, 0.00, 0.00, 0.00, 0.00, 0.00, -0.03, 0.00, 0.00, 0.00, -0.01, 0.00, 0.00, 0.01, 0.00, 0.00, 0.00, -0.02, 0.00, 0.02, 0.00, 0.00, 0.63, 0.00, 0.00, 0.00, 0.00, 0.00, 0.00, 0.00, 0.00, 0.05, 0.00, 0.02, 0.00, 0.31, 0.00, 0.00, 0.00, 0.00, 0.00, 0.00, 0.01, 0.00, 0.00, 0.00, 0.00, -0.01, 0.61, 0.00, 0.00, 0.04, 0.00, 0.00, 0.02, 0.00, 0.00, 0.00, 0.00, 0.00, -0.04, 0.00, 0.00, 0.00, 0.00, 0.00, 0.00, 0.00, 0.00, 0.00, 0.00, 0.00, 0.00, 0.00, 0.01, 0.00, 0.00, -0.01, 0.00, 0.00, 0.00, 0.00, -0.01, 0.00], "gap_ev": [8.86, 8.17], "e_homo_ha": [-0.306, -0.306], "spin_multiplicity": 3}